Below is 2 unconnected molecules or ions with the total composition C3HCl3N2 in a non-equilibrium geometry, with properties calculated with ωB97M-V/def2-TZVPD.

Results
LUMO level: -0.78 eV
Calculated total energy: -43671.249 eV
Relative energy (zero: lowest compared OMol25 entry of this formula, charge and spin): 161.9 kJ/mol
Frontier orbital gap: 8.64 eV

Each line ends with the natural charge from an NBO analysis.
Cartesian coordinates (Å):
1 Cl -0.133 2.398 -0.201  0.009
2 Cl -1.797 0.678 1.360  0.030
3 Cl -1.846 0.418 -1.417  0.100
4 N -0.279 -2.637 -0.853  -0.196
5 N 1.854 -0.160 0.507  -0.541
6 C 0.232 -1.644 -0.481  0.159
7 C 0.814 -0.480 0.004  0.314
8 C -0.884 0.803 -0.112  -0.300
9 H 2.039 0.624 1.193  0.425